{
  "formula": "C14H13N5O3STi",
  "method": "ωB97M-V/def2-TZVPD",
  "homo_lumo_gap_ev": [5.22, 8.07],
  "s_squared": 2.019,
  "e_homo_ev": [-5.4, -8.3],
  "fmax_ev_per_a": 2.28,
  "total_charge": 0,
  "multiplicity": 3,
  "energy_ev": -62274.554,
  "symbols": ["Ti", "N", "C", "C", "O", "N", "C", "C", "O", "O", "H", "H", "H", "H", "H", "H", "N", "C", "C", "C", "C", "C", "C", "N", "C", "C", "C", "S", "C", "N", "H", "H", "H", "H", "H", "H", "H"],
  "coordinates": [[-0.31591, -1.20398, -0.44005], [-1.57013, -2.92850, -0.84254], [-2.78630, -2.58032, -0.06333], [-2.30618, -2.02353, 1.28965], [-2.69673, -2.52221, 2.33091], [-1.40681, -1.01311, 1.15134], [-0.45219, -0.91419, 2.25917], [0.76728, -1.80496, 1.90181], [1.63043, -2.04435, 2.71037], [0.75835, -2.24667, 0.65393], [-1.09348, -3.68464, -0.35841], [-1.81280, -3.26412, -1.76556], [-3.35418, -1.81476, -0.58782], [-3.42493, -3.44149, 0.12906], [-0.10748, 0.10947, 2.40259], [-0.88408, -1.27994, 3.18877], [0.70734, 2.64866, -0.98277], [1.83510, 2.43319, -0.20193], [2.81129, 3.29820, 0.25892], [3.82697, 2.75170, 1.03348], [3.86539, 1.39095, 1.32049], [2.88589, 0.52033, 0.85918], [1.85189, 1.05955, 0.10718], [0.72615, 0.45485, -0.45635], [0.05304, 1.44560, -1.11533], [-1.10333, 1.13057, -1.83921], [-1.93974, 1.92888, -2.61251], [-3.11491, 0.94609, -3.38777], [-2.46495, -0.44497, -2.63356], [-1.44333, -0.23378, -1.84258], [0.39474, 3.53211, -1.33616], [2.78268, 4.35435, 0.02318], [4.60191, 3.39776, 1.42497], [4.67464, 0.99539, 1.92001], [2.92466, -0.53610, 1.08401], [-1.92438, 2.99653, -2.74243], [-2.89592, -1.41257, -2.84072]],
  "lowdin_charge": [1.038, -0.039, -0.135, -0.533, 0.065, -0.083, -0.099, -0.590, 0.085, -0.150, 0.110, 0.098, 0.101, 0.123, 0.124, 0.123, 0.164, -0.185, -0.028, -0.101, -0.086, -0.003, -0.191, -0.006, -0.271, -0.333, -0.366, 1.029, -0.461, -0.102, 0.155, 0.106, 0.099, 0.104, 0.103, 0.060, 0.077]
}